Record 1
Below is 4 unconnected molecules or ions with the total composition C49H42BO8P, with properties calculated with ωB97M-V/def2-TZVPD.

```
101
Properties=species:S:1:pos:R:3:forces:R:3:lowdin_charge:R:1
C 4.965461 1.516942 -5.167624 -0.30 -0.33 -0.37 -0.068
C 4.599133 0.814211 -6.491876 1.15 0.75 0.42 -0.248
O 3.983298 -0.448043 -6.235976 -1.54 0.26 -0.91 -0.025
B 2.762812 -0.614698 -6.905911 0.16 0.25 0.54 -0.798
O 2.508985 -0.232012 -8.242302 0.89 -0.47 1.16 0.076
P 1.355838 -1.473790 -5.928197 -0.37 -0.87 -0.12 0.962
C -0.285169 -0.903082 -6.638529 0.64 1.04 0.17 -0.423
C -0.489051 0.651001 -6.544599 0.23 -0.52 0.85 -0.259
C -1.768329 1.110711 -5.793550 -0.41 1.18 -1.62 -0.384
C -3.046874 0.296335 -6.146066 -0.08 -0.12 0.84 -0.079
C -2.012490 2.620830 -6.200437 0.60 -0.54 0.31 -0.076
H 5.486475 0.814433 -4.506391 -0.07 0.25 -0.11 0.073
H 5.616253 2.376586 -5.371251 -0.09 -0.22 0.03 0.080
H 4.066774 1.894238 -4.664895 0.19 -0.18 0.03 0.078
H 3.953841 1.496420 -7.065490 0.12 -0.36 -0.03 0.112
H 5.525863 0.652445 -7.060488 -0.32 -0.03 -0.03 0.124
H 2.080255 0.617817 -8.233682 -0.50 0.48 -0.34 0.077
H 1.329664 -0.957471 -4.594477 0.13 0.20 -0.60 -0.054
H -1.050990 -1.445237 -6.070809 0.14 0.10 -0.31 0.055
H -0.330397 -1.168160 -7.702212 0.02 -0.43 0.39 0.076
H -0.412681 1.133659 -7.532246 -0.32 -0.35 0.13 0.104
H 0.367377 1.047423 -5.972049 -0.30 0.08 -0.20 0.088
H -1.577890 1.125058 -4.714147 -0.06 -0.44 -0.24 0.123
H -2.867624 -0.588872 -6.766445 0.07 0.17 0.20 0.063
H -3.503338 -0.029552 -5.198043 0.00 -0.18 -0.40 0.076
H -3.818287 0.891003 -6.650169 0.34 -0.01 0.04 0.064
H -2.863200 2.731879 -6.880783 0.07 0.00 0.31 0.064
H -2.145609 3.218474 -5.292303 -0.15 0.15 -0.38 0.071
H -1.134825 2.989386 -6.751950 -0.19 0.14 0.35 0.063
C 3.899494 3.426991 2.301976 0.00 -0.13 -0.05 -0.050
C 3.446274 2.597905 3.323478 0.03 0.00 -0.07 -0.056
C 3.211921 1.254907 3.076536 0.00 0.16 0.10 -0.006
C 3.415740 0.736691 1.801523 0.02 0.21 -0.02 -0.087
C 3.851616 1.571773 0.771717 -0.02 0.06 0.17 -0.084
C 4.105217 2.915790 1.029281 -0.05 0.12 0.15 0.002
C 4.025770 1.046676 -0.604167 0.18 0.37 -0.42 -0.277
O 4.409380 1.772403 -1.502067 -0.04 -0.08 0.07 0.100
C 3.710672 -0.379097 -0.865244 -0.09 -0.20 -0.01 -0.078
C 3.813804 -0.872422 -2.162387 -0.02 -0.12 -0.07 0.006
C 3.534230 -2.204824 -2.421620 0.00 0.01 0.04 -0.053
C 3.159080 -3.053955 -1.385736 0.01 0.09 0.06 -0.044
C 3.050304 -2.566593 -0.092424 0.03 0.01 -0.21 0.006
C 3.314930 -1.226049 0.173176 0.04 -0.06 -0.08 -0.075
C 3.161440 -0.703381 1.556330 -0.20 -0.33 0.47 -0.270
O 2.821231 -1.424795 2.478132 0.07 -0.05 -0.31 0.094
H 4.085987 4.475000 2.497973 0.00 -0.01 0.00 0.108
H 3.272840 3.002006 4.311889 -0.03 -0.01 -0.02 0.108
H 2.861278 0.611810 3.872564 0.02 -0.10 -0.10 0.122
H 4.452383 3.562512 0.234927 -0.02 -0.12 -0.09 0.119
H 4.107737 -0.216264 -2.970674 0.00 0.08 0.10 0.096
H 3.609995 -2.583063 -3.433542 -0.01 0.02 0.00 0.104
H 2.947096 -4.095818 -1.588436 -0.01 0.02 0.01 0.111
H 2.757084 -3.227094 0.706762 0.01 0.05 0.12 0.097
C -5.558196 -4.449266 2.015254 0.11 0.01 0.02 -0.056
C -4.967190 -3.911063 0.875684 0.09 -0.02 0.08 -0.060
C -3.591323 -3.749701 0.815757 -0.19 0.01 -0.04 -0.009
C -2.800696 -4.115922 1.901283 -0.21 -0.01 0.06 -0.085
C -3.395785 -4.634200 3.052569 -0.09 0.07 -0.19 -0.081
C -4.775715 -4.809653 3.101660 -0.14 0.04 -0.12 0.002
C -2.572838 -4.985743 4.237920 -0.21 -0.22 0.51 -0.279
O -3.091606 -5.440918 5.238609 0.03 0.05 -0.12 0.105
C -1.107838 -4.760890 4.177293 0.18 0.05 -0.01 -0.084
C -0.325743 -5.029156 5.296701 0.18 0.01 0.04 0.001
C 1.046597 -4.831372 5.246144 -0.10 0.01 -0.12 -0.052
C 1.644911 -4.374032 4.075565 -0.09 -0.04 0.03 -0.046
C 0.869483 -4.103307 2.959544 0.06 -0.08 0.21 0.003
C -0.508425 -4.285872 3.009376 0.08 -0.06 0.14 -0.078
C -1.327640 -3.954577 1.818620 0.30 0.20 -0.46 -0.280
O -0.805132 -3.551676 0.795898 -0.07 0.00 0.10 0.096
H -6.631567 -4.582767 2.057014 0.01 0.00 0.00 0.107
H -5.580937 -3.619514 0.032957 0.01 -0.01 0.00 0.107
H -3.132637 -3.336526 -0.072617 0.13 -0.04 0.06 0.119
H -5.236933 -5.222796 3.988376 0.14 0.01 0.06 0.121
H -0.787755 -5.386662 6.206925 -0.12 -0.01 -0.08 0.120
H 1.652185 -5.034296 6.120055 -0.01 0.00 -0.01 0.107
H 2.715975 -4.223956 4.035380 -0.02 0.04 -0.01 0.110
H 1.332964 -3.743487 2.057001 -0.11 0.10 -0.08 0.084
C -1.599642 0.424543 1.944467 -0.01 0.06 0.05 -0.045
C -2.990037 0.382399 1.887598 0.02 0.12 0.08 -0.050
C -3.743462 1.355218 2.528258 0.06 -0.16 -0.11 0.003
C -3.108904 2.369448 3.239737 0.13 -0.14 -0.07 -0.084
C -1.715753 2.398577 3.315630 -0.12 -0.14 -0.11 -0.080
C -0.962903 1.429622 2.656848 -0.04 -0.14 -0.09 0.010
C -1.022558 3.442684 4.109362 0.53 -0.09 -0.04 -0.276
O 0.191423 3.461748 4.167604 -0.01 0.09 0.08 0.098
C -1.839536 4.447813 4.832975 -0.13 0.13 0.11 -0.082
C -1.208968 5.400448 5.628079 -0.06 0.15 0.11 -0.001
C -1.962823 6.352266 6.297675 -0.03 -0.09 -0.08 -0.058
C -3.348764 6.362620 6.169415 0.05 -0.09 -0.07 -0.057
C -3.982262 5.412697 5.382868 0.05 0.14 0.12 0.001
C -3.230832 4.446935 4.719580 0.13 0.13 0.10 -0.082
C -3.923774 3.414275 3.908169 -0.59 -0.04 -0.07 -0.279
O -5.134461 3.421287 3.798567 0.13 0.02 0.02 0.105
H -1.012835 -0.331277 1.436719 0.00 -0.01 0.01 0.106
H -3.485971 -0.409970 1.341254 0.01 0.00 0.00 0.101
H -4.823427 1.323413 2.478848 0.01 0.13 0.07 0.120
H 0.118108 1.458173 2.705045 -0.02 0.10 0.09 0.111
H -0.131960 5.396427 5.726526 0.00 -0.11 -0.10 0.119
H -1.470828 7.089169 6.919421 0.00 -0.01 -0.01 0.107
H -3.935206 7.110579 6.687353 0.01 -0.01 -0.01 0.107
H -5.059564 5.419214 5.287965 0.02 -0.13 -0.08 0.120
```
Positions in Å, forces in eV/Å.

## Properties
Structure (SMILES): O=C1c2ccccc2C(=O)c2ccccc21.O=C1c2ccccc2C(=O)c2ccccc21.O=C1c2ccccc2C(=O)c2ccccc21.CCOB(O)PCCC(C)C
ΔE to the lowest compared entry with this formula, charge and spin, kJ/mol: 58.34
Molar mass, g/mol: 800.65
Energy, a.u.: -2860.6678



Record 2
Below is a single C15H14N2O5S molecule, with properties calculated with ωB97M-V/def2-TZVPD.

```
37
Properties=species:S:1:pos:R:3:forces:R:3:lowdin_charge:R:1
O -1.547022 2.384552 2.298921 -0.23 0.13 0.45 0.069
C -1.293265 1.965612 1.191373 -0.20 0.01 -0.59 -0.498
N -0.065411 1.563949 0.803937 0.40 -0.04 -0.06 0.085
H 0.091587 1.268544 -0.151528 -0.07 0.12 0.13 0.094
C 1.080498 1.611064 1.692894 -0.04 0.27 0.04 -0.080
C 2.245881 2.253983 1.022467 0.34 -0.91 -0.11 -0.269
C 3.311434 1.715217 0.360563 -0.54 0.13 0.41 -0.028
C 4.074194 2.807586 -0.118893 -0.14 0.57 0.05 -0.065
C 3.411261 3.925204 0.282103 0.77 -0.21 -0.49 -0.121
O 2.306774 3.600348 0.969903 -0.48 0.16 0.29 0.061
H 3.617641 4.968388 0.147919 -0.06 0.16 0.04 0.119
H 4.984199 2.762337 -0.680825 0.19 0.08 -0.12 0.098
H 3.527589 0.673652 0.236327 -0.02 -0.25 0.02 0.107
H 1.355246 0.595866 2.003772 0.05 0.19 0.04 0.133
H 0.768420 2.186495 2.569629 0.10 -0.18 -0.05 0.132
C -2.352375 1.793508 0.104441 -0.01 -0.02 0.28 -0.068
H -1.933207 2.018481 -0.876315 -0.06 0.08 0.00 0.110
H -3.176901 2.474434 0.316602 0.09 0.00 -0.02 0.128
C -2.892760 0.360084 0.125146 -0.35 0.42 -0.21 -0.132
N -1.853646 -0.615828 -0.123241 0.34 -0.20 -0.85 -0.123
C -1.449608 -1.534581 0.801844 0.17 -0.42 0.38 -0.431
O -1.876993 -1.628166 1.925901 0.02 0.06 -0.03 0.131
C -0.419448 -2.419599 0.192768 0.30 -0.44 0.06 -0.118
C -0.137658 -2.159235 -1.138410 -0.52 0.41 0.53 -0.196
C 0.778717 -2.899024 -1.849596 0.06 0.04 -0.25 -0.026
C 1.423556 -3.940705 -1.191031 -0.10 0.17 -0.11 -0.052
C 1.150272 -4.214359 0.141648 -0.05 0.02 0.08 -0.049
C 0.226151 -3.458300 0.847606 -0.12 0.20 -0.11 0.016
H -0.001549 -3.656309 1.883418 -0.03 -0.01 0.09 0.127
H 1.662684 -5.026725 0.634123 0.04 -0.06 0.04 0.111
H 2.144044 -4.540942 -1.725085 0.05 -0.03 -0.06 0.111
H 0.981707 -2.673673 -2.884195 0.07 -0.02 -0.13 0.125
S -1.096329 -0.746856 -1.637763 -0.15 -0.15 0.36 0.751
O -2.076536 -1.023102 -2.635850 -0.09 -0.21 -0.03 -0.245
O -0.247501 0.391897 -1.845247 0.20 -0.02 -0.08 -0.275
H -3.316223 0.129502 1.107480 0.08 -0.08 -0.20 0.140
H -3.657524 0.235356 -0.648021 -0.03 0.04 0.18 0.130
```
Positions in Å, forces in eV/Å.

## Properties
Structure (SMILES): O=C(CCN1C(=O)c2ccccc2S1(=O)=O)NCc1ccco1
ΔE to the lowest compared entry with this formula, charge and spin, kJ/mol: 33.58
Molar mass, g/mol: 334.35
Energy, a.u.: -1463.9085



Record 3
Below is 3 unconnected molecules or ions with the total composition C2H12NO2S, with properties calculated with ωB97M-V/def2-TZVPD.

```
18
Properties=species:S:1:pos:R:3:forces:R:3:lowdin_spin:R:1
C 0.499130 0.909653 -0.080665 0.07 -0.97 -0.25 0.028
C 0.769401 -0.475023 0.499818 -0.32 0.46 -0.21 0.143
S -0.846058 -1.328503 1.127464 -0.54 -0.34 -0.23 0.483
N -0.386718 0.765257 -1.311969 0.01 -0.29 0.29 0.015
H 1.430323 1.311014 -0.449252 0.11 0.48 0.05 0.008
H -0.011110 1.550241 0.619081 -0.11 0.32 0.20 0.006
H 1.514603 -0.405250 1.286496 0.15 -0.03 0.11 0.022
H 1.090411 -1.151374 -0.288917 0.39 -0.09 -0.05 0.023
H -0.926072 -0.445270 2.124379 0.06 0.29 0.22 0.044
H -0.473529 1.627945 -1.826015 -0.03 0.43 -0.01 0.006
H -1.355444 0.413658 -1.112694 0.05 0.04 0.38 0.010
H 0.089923 0.107357 -1.914934 0.02 -0.37 -0.27 0.017
H -3.824107 0.515971 -0.922806 0.07 -0.02 0.05 0.013
H -3.125678 -0.287009 0.214876 0.35 0.04 -0.09 0.057
O -2.970185 0.379936 -0.492611 -0.37 0.02 -0.10 0.072
H 4.309714 0.825926 -1.180537 -0.04 -0.04 0.18 0.008
H 4.042367 0.498554 0.301610 -0.05 -0.02 -0.10 0.013
O 3.612562 0.790584 -0.512199 0.15 0.08 -0.16 0.034
```
Positions in Å, forces in eV/Å.

## Properties
Multiplicity: 2
ΔE to the lowest compared entry with this formula, charge and spin, kJ/mol: 59.10
Molar mass, g/mol: 114.19
Energy, a.u.: -686.6709
<S²>: 0.752



Record 4
Below is a molecular structure, C3FO3Rh, with properties calculated with ωB97M-V/def2-TZVPD.

```
8
Properties=species:S:1:pos:R:3:forces:R:3:lowdin_spin:R:1
C 1.955242 -0.197860 -0.217610 3.61 1.34 1.02 0.463
C 0.757989 -0.472923 -0.581668 -5.04 -1.21 -1.41 0.397
O -0.404323 -0.414669 -0.924273 3.23 0.11 0.73 0.379
F 2.976204 -1.033823 0.107854 -1.53 1.13 -0.49 0.116
Rh 2.363349 2.185768 -0.173681 -0.12 -1.40 0.02 2.635
O -1.916134 -0.223309 1.536055 1.00 -0.32 -1.46 0.007
C -2.431867 -0.058894 0.495832 -2.91 0.91 2.22 0.001
O -3.300458 0.215712 -0.242512 1.77 -0.57 -0.62 0.001
```
Positions in Å, forces in eV/Å.

## Properties
Multiplicity: 5
Molar mass, g/mol: 205.93
Energy, a.u.: -550.2130
<S²>: 6.034



What is the molar mass in the second record? 334.35 g/mol